C13H33AlF4N2O6P2S3Si | ωB97M-V/def2-TZVPD

The geometry in XYZ format:
```
65
C13H33AlF4N2O6P2S3Si (ωB97M-V/def2-TZVPD)
C -0.526 -3.417 1.863
C 0.325 -2.224 2.333
C 1.039 -1.392 1.247
C 1.792 -2.304 0.259
C 0.236 -0.172 0.722
C -1.114 -0.217 -0.057
Si -2.745 -1.107 0.539
C -3.028 -2.842 -0.148
C -2.741 -1.070 2.413
C -4.230 -0.080 0.039
N -0.717 -0.198 -1.550
P -0.357 -1.846 -2.293
N 0.748 -1.728 -3.368
S -1.979 0.624 -2.606
C -1.083 0.996 -4.084
O -2.341 1.817 -1.902
O -2.953 -0.392 -2.878
C 0.457 0.786 -1.567
C 1.041 0.894 -0.141
P 0.713 2.591 0.695
O 0.804 3.645 -0.503
O -0.899 2.576 0.873
S 1.660 2.868 2.297
S 2.891 0.923 -0.320
C 3.449 -0.078 -1.701
O 3.552 0.448 0.860
O 3.072 2.289 -0.789
H -1.535 -3.411 2.274
H -0.614 -3.451 0.772
H -0.069 -4.367 2.152
H 1.140 -2.627 2.945
H -0.224 -1.574 3.018
H 1.833 -0.886 1.802
H 2.867 -2.206 0.410
H 1.551 -3.359 0.402
H 1.614 -2.071 -0.789
H -0.054 0.343 1.646
H -1.483 0.813 0.056
H -3.317 -3.480 0.695
H -2.196 -3.351 -0.632
H -3.883 -2.821 -0.831
H -1.905 -0.479 2.800
H -2.699 -2.062 2.861
H -3.650 -0.569 2.752
H -4.443 0.634 0.843
H -4.142 0.497 -0.873
H -5.084 -0.759 -0.025
H -0.124 -2.629 -1.165
H -1.626 -2.168 -2.756
H 1.556 -2.307 -3.175
H -0.927 2.076 -4.074
H -0.132 0.468 -4.148
H -1.765 0.705 -4.882
H 0.032 1.760 -1.834
H 1.151 0.553 -2.370
H 1.416 3.402 -1.202
H -1.082 2.315 1.777
H 2.683 -0.651 -2.209
H 4.225 -0.730 -1.304
H 3.886 0.639 -2.399
F 5.010 5.914 2.115
Al 3.997 6.085 3.452
F 2.476 6.601 2.929
F 4.643 7.193 4.538
F 3.807 4.576 4.196
```

E_LUMO	-1.3490	eV
total charge	0

---

C13H33BInN2O5 | ωB97M-V/def2-TZVPD

The geometry in XYZ format:
```
55
C13H33BInN2O5 (ωB97M-V/def2-TZVPD)
C 1.124 -5.103 1.576
C 1.648 -4.759 0.193
O 0.744 -5.210 -0.776
C 0.755 -4.378 -1.971
In -0.389 -2.476 -1.642
C -2.202 -3.176 -0.554
O -3.079 -2.082 -0.223
C -4.238 -2.469 0.469
C -3.996 -2.681 1.966
B 0.673 -0.917 -0.294
C 0.215 -0.720 1.224
O 1.680 -0.069 -0.722
H 1.703 -4.593 2.352
H 1.176 -6.178 1.765
H 0.082 -4.790 1.656
H 1.789 -3.672 0.101
H 2.636 -5.225 0.036
H 1.804 -4.226 -2.271
H 0.284 -4.996 -2.741
H -0.836 -1.773 -3.224
H -2.769 -3.913 -1.146
H -1.885 -3.691 0.366
H -4.654 -3.384 0.021
H -4.971 -1.669 0.320
H -2.986 -3.064 2.121
H -4.099 -1.749 2.525
H -4.696 -3.406 2.392
H 0.429 0.277 1.639
H -0.850 -0.940 1.348
H 0.754 -1.451 1.843
H 1.966 0.549 -0.026
C 2.251 3.203 0.561
O 2.759 2.157 0.928
N 2.948 4.289 0.181
C 2.292 5.511 -0.233
C 4.397 4.210 0.182
H 1.162 3.351 0.516
H 2.547 5.765 -1.264
H 2.575 6.347 0.411
H 1.212 5.381 -0.167
H 4.740 3.416 -0.483
H 4.772 3.991 1.182
H 4.799 5.164 -0.155
C -1.201 4.574 -1.566
O -1.528 5.640 -1.066
N -1.190 3.397 -0.922
C -0.751 2.165 -1.556
C -1.624 3.351 0.464
H -0.863 4.492 -2.613
H -1.546 1.418 -1.565
H 0.099 1.728 -1.035
H -0.457 2.369 -2.585
H -2.657 3.688 0.557
H -1.007 4.002 1.087
H -1.543 2.326 0.818
```

E_LUMO	2.3781	eV
total charge	-1

---

C13H33Be3N3O6 | ωB97M-V/def2-TZVPD

The geometry in XYZ format:
```
58
C13H33Be3N3O6 (ωB97M-V/def2-TZVPD)
Be 2.363 -0.793 2.905
Be -0.953 2.557 2.633
Be -1.921 -2.036 2.276
C 0.111 -0.021 1.578
O -1.117 0.338 1.349
O 0.974 0.881 1.884
O 0.269 -1.202 2.087
C 0.300 3.476 -1.857
C -0.538 3.743 -0.598
C -1.819 2.922 -0.604
O -2.389 3.131 0.674
C -3.828 3.047 0.715
N 0.291 3.374 0.557
H 0.431 2.401 -2.027
H 1.317 3.869 -1.811
H -0.169 3.870 -2.760
H -0.784 4.804 -0.627
H -1.477 1.891 -0.780
H -2.519 3.151 -1.406
H -4.273 4.038 0.637
H -4.188 2.562 1.622
H -4.200 2.444 -0.116
H 1.165 3.898 0.534
H 0.564 2.392 0.559
C -4.288 -1.863 -1.817
C -3.433 -2.304 -0.613
C -1.974 -2.347 -1.006
O -1.242 -2.997 0.023
C 0.138 -3.259 -0.197
N -3.644 -1.371 0.506
H -5.336 -2.040 -1.573
H -4.065 -2.491 -2.679
H -4.149 -0.808 -2.054
H -3.806 -3.278 -0.292
H -1.497 -1.358 -1.028
H -1.974 -2.846 -1.976
H 0.661 -2.399 -0.637
H 0.236 -4.032 -0.962
H 0.609 -3.490 0.750
H -3.155 -0.514 0.230
H -4.605 -1.044 0.613
C 4.022 0.820 -0.943
C 3.500 -0.087 0.163
C 4.008 -1.500 0.266
O 3.085 -2.236 1.090
C 3.388 -3.657 1.056
N 3.758 0.574 1.475
H 5.107 0.931 -0.876
H 3.553 1.803 -0.880
H 3.811 0.463 -1.953
H 2.411 -0.128 0.090
H 5.061 -1.698 0.471
H 3.826 -1.933 -0.725
H 4.327 -3.774 1.596
H 3.590 -4.021 0.046
H 2.560 -4.243 1.440
H 3.205 1.423 1.574
H 4.703 0.964 1.400
```

E_LUMO	-16.0192	eV
total charge	+4

---

C13H33BrN9O18 | ωB97M-V/def2-TZVPD

The geometry in XYZ format:
```
74
C13H33BrN9O18 (ωB97M-V/def2-TZVPD)
N 3.973 -2.496 -4.412
C 3.820 -1.283 -3.623
C 2.396 -0.999 -3.106
C 1.400 -0.498 -4.166
C 0.428 -1.543 -4.730
Br 1.011 -2.377 -6.398
C 4.379 -0.015 -4.343
O 4.989 -0.180 -5.402
O 4.128 1.062 -3.738
H 3.477 -3.275 -4.001
H 3.696 -2.357 -5.372
H 4.453 -1.402 -2.730
H 2.019 -1.879 -2.578
H 2.518 -0.211 -2.362
H 0.760 0.261 -3.703
H 1.922 -0.001 -4.985
H 0.245 -2.350 -4.025
H -0.533 -1.089 -4.977
C 0.254 -2.925 0.657
N -0.624 -2.799 -0.541
O -1.822 -2.968 -0.409
O -0.072 -2.507 -1.577
H -0.364 -3.122 1.526
H 0.942 -3.742 0.463
H 0.790 -1.989 0.759
C -1.076 1.350 2.913
N -0.298 0.084 3.026
O 0.578 -0.078 2.197
O -0.567 -0.689 3.919
H -0.699 1.874 2.047
H -2.124 1.094 2.791
H -0.932 1.917 3.829
C 3.008 2.498 -1.006
N 1.523 2.493 -0.914
O 0.868 2.710 -1.908
O 1.029 2.300 0.191
H 3.301 2.671 -2.038
H 3.335 3.285 -0.334
H 3.359 1.530 -0.666
C -1.738 4.786 -0.682
N -1.602 4.556 0.781
O -2.186 3.610 1.266
O -0.893 5.323 1.403
H -2.384 4.018 -1.087
H -2.157 5.780 -0.811
H -0.744 4.728 -1.110
C 2.302 3.285 3.149
N 3.241 4.331 2.660
O 3.284 5.392 3.249
O 3.903 4.044 1.685
H 1.775 3.679 4.011
H 1.633 3.049 2.326
H 2.898 2.413 3.402
C -3.638 -5.700 -0.633
N -3.759 -7.067 -0.058
O -4.349 -7.912 -0.701
O -3.267 -7.251 1.037
H -4.127 -5.693 -1.599
H -4.109 -5.012 0.063
H -2.581 -5.471 -0.719
C -5.955 -8.381 2.605
N -6.597 -7.632 3.721
O -7.715 -7.966 4.061
O -5.956 -6.731 4.218
H -6.647 -9.143 2.269
H -5.736 -7.668 1.820
H -5.034 -8.810 2.985
C 1.050 7.950 2.492
N 0.810 9.059 3.456
O -0.313 9.198 3.897
O 1.761 9.757 3.739
H 0.118 7.419 2.338
H 1.412 8.397 1.571
H 1.810 7.304 2.920
```

E_LUMO	1.2147	eV
total charge	-1

---

| no. | strongest force on any atom (eV/Å) | Kohn-Sham gap (eV) |
| --- | --- | --- |
| 1 | 1.3 | 8.08 |
| 2 | 0.4 | 6.09 |
| 3 | 5.4 | 5.56 |
| 4 | 0.5 | 5.91 |